The following is a quantum chemistry calculation of 8 unconnected molecules or ions with the total composition C15H51B2O6, from the Open Molecules 2025 dataset.

Summary:
* charge: -1
* total energy: -1103.0388 a.u.
* ΔE to the lowest compared entry with this formula, charge and spin: 0.0 kcal per mole
* E_LUMO: 2.8 eV
* HOMO: -6.14 eV
* F_max: 4.4 eV Å⁻¹

Last column: Mulliken charge in e.
Geometry (Å):
O -0.3777 0.4492 -0.3129  1.986
H -1.1391 0.6398 0.2399  0.015
H -0.5048 0.8473 -1.1771  0.134
H 0.4260 0.8238 0.0550  0.236
B -0.6611 1.6614 -2.6839  0.718
H -0.5972 1.9924 -3.7090  -0.158
H -1.0964 0.6782 -2.5953  -0.633
H 0.3348 1.6574 -2.2686  -0.533
H -1.2465 2.4308 -2.2048  -0.401
B 1.7930 1.3169 1.0558  0.977
H 2.6821 1.7737 1.4622  -0.060
H 1.2076 0.7853 1.7900  -1.023
H 1.2299 2.1597 0.6860  -0.149
H 1.9732 0.6801 0.2036  -0.849
C -3.5367 -3.2371 -2.1438  -1.506
C -2.9243 -1.8218 -1.8937  0.940
C -3.9321 -0.7507 -1.7574  -1.396
O -2.2379 -1.8889 -0.6518  -0.447
H -2.7424 -3.9833 -2.1594  0.331
H -4.1196 -3.2908 -3.0633  0.384
H -4.1769 -3.5155 -1.3067  0.323
H -2.2117 -1.6746 -2.7053  0.168
H -4.5525 -0.7171 -2.6529  0.392
H -3.5371 0.2373 -1.5208  0.139
H -4.5799 -1.0200 -0.9231  0.330
H -1.3626 -2.1479 -0.9491  0.092
C -3.4359 3.6925 0.9759  -1.623
C -2.1729 2.9441 1.1537  0.907
C -1.5530 2.9232 2.6228  -1.324
O -2.5195 1.6086 0.9283  -0.420
H -4.2647 3.2359 1.5170  0.374
H -3.6974 3.5643 -0.0745  0.398
H -3.3486 4.7535 1.2097  0.381
H -1.3654 3.3683 0.5570  0.076
H -0.6176 2.3674 2.6870  0.211
H -2.2388 2.5415 3.3791  0.263
H -1.3616 3.9580 2.9069  0.465
H -3.4124 1.3980 1.2112  0.198
C 0.7618 -3.1953 0.2964  -1.839
C 1.3901 -2.4748 -0.9072  1.983
C 2.4909 -3.3388 -1.5938  -1.464
O 0.3185 -2.3231 -1.8142  -0.616
H 0.4469 -4.2157 0.0779  0.357
H 0.0390 -2.5638 0.8130  0.313
H 1.5822 -3.3919 0.9867  0.497
H 1.7407 -1.5086 -0.5444  -0.889
H 3.1383 -3.8203 -0.8609  0.353
H 3.0458 -2.7732 -2.3424  0.335
H 2.0197 -4.1242 -2.1849  0.388
H 0.5956 -1.8971 -2.6286  0.273
C 3.8060 0.2036 -1.9835  -1.104
C 4.1715 1.6781 -1.8483  0.757
C 4.6331 2.3080 -3.1372  -1.666
O 3.0495 2.3641 -1.5210  -0.594
H 4.1464 -0.4016 -1.1433  0.372
H 4.2755 -0.2336 -2.8647  0.505
H 2.7478 0.0401 -2.1872  0.041
H 4.8841 1.8771 -1.0478  0.232
H 4.0477 1.9733 -3.9936  0.345
H 5.6502 1.9716 -3.3383  0.396
H 4.6712 3.3939 -3.0509  0.389
H 2.7937 2.1004 -0.6341  0.266
C -1.1324 -0.8415 3.4305  -0.707
C 0.2079 -0.7300 4.0762  0.909
C 0.4114 -1.5799 5.3123  -1.714
O 1.2562 -0.9720 3.2161  -0.647
H -1.1221 -0.1104 2.6220  -0.181
H -1.9175 -0.6533 4.1628  0.454
H -1.2782 -1.8171 2.9668  0.255
H 0.3598 0.2980 4.4054  0.152
H -0.4202 -1.4650 6.0075  0.371
H 1.3780 -1.3115 5.7386  0.385
H 0.4573 -2.6395 5.0610  0.360
H 1.2313 -0.2668 2.5652  -0.181